DFT (ωB97M-V with the def2-TZVPD basis set) results for C33H22Cl2N4O2SSeTl as an isolated structure.

Results
energy relative to the best compared isomer or geometry (same formula, charge and spin)	0.0000	eV
frontier orbital gap	5.7	eV
largest force on an atom	0.83	eV Å⁻¹
total charge	-1
E_HOMO	-3.47	eV
molar mass	892.881	g mol⁻¹
calculated total energy	-5532.8258	Eh

Positions of all 66 atoms, in Å:
Tl: -0.316431 -1.128591 -0.002517
S: 1.399479 3.339950 -2.074410
C: 0.173233 3.946087 -1.011122
C: -0.484469 5.171848 -1.033980
C: -1.406657 5.429684 -0.039884
C: -1.668270 4.488655 0.962080
C: -1.020662 3.273413 0.980635
C: -0.092083 2.995317 -0.018899
N: 0.636526 1.824891 -0.124823
C: 1.442434 1.860385 -1.135100
C: 2.374261 0.777384 -1.443042
C: 2.943658 0.657963 -2.711779
C: 3.776042 -0.408206 -2.998840
C: 4.059863 -1.345468 -2.010294
C: 3.530601 -1.192814 -0.737128
C: 2.655264 -0.156700 -0.448552
H: -0.273939 5.903673 -1.802125
H: -1.929399 6.376735 -0.032720
H: -2.390361 4.720162 1.733185
H: -1.202685 2.538318 1.747411
H: 2.728430 1.398701 -3.472847
H: 4.208768 -0.508537 -3.985346
H: 4.700342 -2.188859 -2.236634
H: 3.807170 -1.868203 0.066368
Cl: -7.463396 -0.172049 0.902396
C: -6.103232 -1.059520 1.531358
C: -6.322267 -2.356893 1.962717
C: -5.297538 -3.087882 2.536905
C: -4.050766 -2.499916 2.686100
C: -3.849141 -1.212766 2.237831
Cl: -2.270626 -0.509581 2.423273
C: -4.851121 -0.447991 1.619937
N: -4.593166 0.842699 1.222381
C: -5.088772 1.481988 0.049004
C: -5.511369 2.796901 0.183255
C: -5.953983 3.516649 -0.913699
C: -5.989611 2.905241 -2.156605
C: -5.549079 1.597369 -2.288265
C: -5.070835 0.865240 -1.206253
C: -4.495715 -0.503219 -1.417476
C: -3.047991 -0.713417 -0.915127
O: -2.321372 0.298871 -0.754283
O: -2.713535 -1.898623 -0.745484
H: -7.311533 -2.777514 1.854039
H: -5.465099 -4.103140 2.864733
H: -3.224315 -3.039084 3.124016
H: -3.643460 1.131132 1.419735
H: -5.498273 3.241947 1.169392
H: -6.273689 4.543953 -0.795645
H: -6.343425 3.446779 -3.024177
H: -5.549164 1.129912 -3.265477
H: -4.479987 -0.719179 -2.488727
H: -5.106329 -1.281965 -0.955539
Se: 2.470962 0.339708 1.618745
N: 1.031184 -0.416690 2.334643
C: 1.517766 -1.551961 2.974202
C: 0.718898 -2.459618 3.659179
C: 1.298630 -3.550144 4.298977
C: 2.674022 -3.739930 4.251454
C: 3.487782 -2.840445 3.572954
C: 2.928589 -1.736433 2.937281
N: 3.661417 -0.762077 2.282180
H: -0.351045 -2.296934 3.697637
H: 0.673173 -4.249479 4.840434
H: 3.118456 -4.593117 4.748947
H: 4.560780 -2.979266 3.535868

Force components x, y, z for each atom (eV/Å):
0.277 -0.142 -0.105
-0.060 -0.013 -0.023
0.021 0.034 0.008
0.018 -0.014 0.001
-0.012 0.042 0.001
-0.049 0.029 0.010
0.009 0.006 -0.056
0.016 -0.034 -0.072
0.073 -0.088 -0.117
-0.066 0.181 0.145
-0.128 -0.055 -0.137
0.041 0.012 -0.023
-0.013 0.009 0.013
-0.076 -0.009 0.035
-0.021 -0.121 -0.007
0.317 0.010 0.240
-0.009 0.010 -0.017
-0.023 0.018 -0.002
-0.033 0.011 0.016
-0.040 -0.142 0.114
-0.034 -0.012 -0.056
-0.003 0.002 -0.031
0.051 0.001 0.021
0.029 -0.001 0.014
-0.060 -0.061 0.029
-0.160 -0.059 -0.003
0.006 -0.030 0.009
0.026 0.062 -0.025
-0.098 -0.001 -0.052
0.122 0.049 -0.048
0.036 -0.021 0.296
-0.007 -0.060 0.021
0.201 0.312 0.114
-0.027 -0.009 -0.150
-0.041 -0.008 -0.018
-0.002 0.004 -0.014
-0.016 -0.013 0.009
-0.007 -0.013 0.001
0.148 0.145 0.012
-0.043 -0.039 0.073
-0.645 0.351 -0.385
0.127 0.100 0.099
0.168 -0.428 0.166
-0.032 -0.009 -0.014
-0.017 -0.031 0.018
0.047 -0.015 0.033
-0.005 -0.090 -0.032
0.004 0.002 0.036
-0.014 0.010 0.005
-0.004 0.015 -0.020
0.019 -0.004 -0.034
0.002 -0.023 0.020
-0.003 0.014 -0.021
0.059 0.159 -0.035
-0.058 0.232 -0.055
-0.013 -0.044 -0.110
-0.046 -0.029 -0.057
0.021 -0.062 0.051
-0.036 -0.061 0.035
0.024 -0.024 0.000
0.027 -0.029 -0.029
-0.012 0.017 0.072
-0.017 -0.003 0.005
-0.012 -0.017 -0.001
0.013 -0.026 0.017
0.041 0.009 0.008